Record 1
Density functional theory data (ωB97M-V/def2-TZVPD) for a structure of composition C32H67GaIO15.

Geometry as ORCA input:
```
! wB97M-V def2-TZVPD RIJCOSX def2/J DEFGRID3
* xyz -1 1
C -4.438 -3.412 2.790
C -3.164 -3.050 3.571
C -3.419 -1.858 4.507
C -3.146 -0.493 3.857
O -3.534 -0.465 2.508
Ga -2.807 0.984 1.562
I -1.074 -0.030 -0.166
H -5.164 -3.859 3.477
H -4.870 -2.504 2.369
H -4.228 -4.146 2.008
H -2.315 -2.891 2.904
H -2.902 -3.912 4.196
H -4.454 -1.885 4.862
H -2.766 -1.950 5.382
H -2.090 -0.210 4.011
H -3.728 0.271 4.405
H -2.155 2.112 2.478
H -3.953 1.659 0.656
O 0.610 -0.401 -7.223
C -0.107 0.114 -6.402
O -0.185 -0.412 -5.174
C -0.871 0.247 -4.084
C -2.348 -0.069 -4.085
C -0.986 1.293 -6.740
H -0.677 1.319 -4.093
H -0.423 -0.143 -3.174
H -2.837 0.299 -4.989
H -2.828 0.385 -3.220
H -2.502 -1.148 -4.046
H -1.913 0.931 -7.181
H -0.465 1.913 -7.468
H -1.213 1.925 -5.886
O -0.985 -5.971 5.688
C -0.008 -5.433 5.243
O 0.378 -4.253 5.759
C 1.632 -3.630 5.451
C 1.565 -2.807 4.183
C 0.746 -6.009 4.069
H 2.434 -4.370 5.423
H 1.843 -2.977 6.298
H 1.344 -3.425 3.314
H 2.512 -2.295 4.012
H 0.771 -2.063 4.256
H 0.259 -5.689 3.149
H 0.700 -7.093 4.134
H 1.797 -5.731 4.034
O -2.070 3.455 -4.456
C -1.706 4.565 -4.740
O -0.534 5.013 -4.263
C 0.038 6.261 -4.671
C -0.523 7.396 -3.843
C -2.583 5.496 -5.545
H -0.094 6.416 -5.744
H 1.110 6.162 -4.503
H -1.594 7.494 -3.984
H -0.052 8.343 -4.113
H -0.355 7.212 -2.786
H -3.282 5.989 -4.870
H -3.142 4.898 -6.262
H -2.036 6.249 -6.106
O 6.356 -2.784 5.987
C 5.946 -2.792 7.114
O 4.618 -2.821 7.327
C 4.025 -3.022 8.613
C 3.898 -1.723 9.382
C 6.882 -2.684 8.295
H 4.567 -3.786 9.173
H 3.034 -3.426 8.412
H 4.873 -1.282 9.590
H 3.386 -1.891 10.330
H 3.330 -0.997 8.801
H 7.103 -1.633 8.473
H 7.805 -3.201 8.043
H 6.500 -3.132 9.209
O 2.913 -1.977 -1.588
C 3.260 -0.880 -1.930
O 4.416 -0.386 -1.436
C 5.007 0.825 -1.905
C 4.436 2.037 -1.199
C 2.409 -0.015 -2.824
H 4.925 0.901 -2.991
H 6.069 0.732 -1.678
H 3.369 2.150 -1.395
H 4.945 2.944 -1.526
H 4.557 1.936 -0.121
H 1.673 0.513 -2.217
H 1.887 -0.659 -3.529
H 2.974 0.704 -3.414
O 1.166 -9.035 -2.734
C 1.489 -7.922 -3.057
O 2.630 -7.409 -2.571
C 3.201 -6.178 -3.040
C 2.618 -4.967 -2.345
C 0.604 -7.065 -3.929
H 3.119 -6.110 -4.127
H 4.264 -6.256 -2.814
H 1.551 -4.865 -2.542
H 3.114 -4.059 -2.675
H 2.740 -5.053 -1.266
H -0.136 -6.572 -3.301
H 0.091 -7.715 -4.635
H 1.138 -6.315 -4.507
O -2.517 8.235 -1.931
C -3.696 8.025 -1.838
O -4.399 7.786 -2.963
C -5.757 7.333 -2.958
C -6.734 8.485 -2.853
C -4.413 8.094 -0.512
H -5.911 6.585 -2.179
H -5.892 6.822 -3.910
H -6.617 9.027 -1.914
H -7.759 8.121 -2.915
H -6.565 9.197 -3.662
H -4.674 9.132 -0.308
H -3.732 7.743 0.259
H -5.307 7.479 -0.456
*
```

As for the HOMO energy: -5.17 eV.



Record 2
Density functional theory data (ωB97M-V/def2-TZVPD) for a cluster of 8 separate species, C32H68FN2O14 in total at a distorted geometry.

Geometry as ORCA input:
```
! wB97M-V def2-TZVPD RIJCOSX def2/J DEFGRID3
* xyz 1 1
C 0.332 -8.121 5.427
C 1.829 -8.020 5.200
F 2.235 -8.885 4.264
N 2.265 -6.630 4.824
C 2.152 -6.290 3.368
C 2.907 -4.987 3.096
N 1.984 -3.939 2.644
H -0.107 -8.711 4.640
H 0.180 -8.668 6.343
H -0.150 -7.154 5.494
H 2.337 -8.260 6.123
H 1.734 -5.969 5.391
H 3.252 -6.544 5.071
H 2.521 -7.088 2.747
H 1.116 -6.102 3.121
H 3.403 -4.659 4.016
H 3.679 -5.123 2.352
H 2.480 -3.060 2.747
H 1.210 -3.887 3.302
O -3.334 -3.602 -0.924
C -2.215 -3.164 -1.004
O -1.473 -3.086 0.116
C -0.078 -2.746 0.115
C 0.140 -1.256 0.134
C -1.663 -2.633 -2.304
H 0.441 -3.237 -0.710
H 0.325 -3.159 1.035
H -0.262 -0.766 -0.755
H 1.205 -1.030 0.199
H -0.367 -0.823 0.996
H -1.995 -1.604 -2.435
H -2.063 -3.235 -3.117
H -0.579 -2.669 -2.377
O -0.364 -0.981 3.515
C -1.395 -0.365 3.621
O -1.346 0.907 4.036
C -2.481 1.788 4.022
C -3.326 1.642 5.268
C -2.731 -1.018 3.358
H -3.061 1.653 3.108
H -2.065 2.793 3.982
H -3.753 0.643 5.359
H -4.141 2.366 5.255
H -2.719 1.815 6.157
H -3.045 -1.547 4.257
H -2.609 -1.736 2.549
H -3.515 -0.326 3.061
O 0.911 2.093 -3.836
C 0.699 2.669 -2.803
O 0.358 1.944 -1.719
C 0.241 2.506 -0.408
C -1.133 3.108 -0.198
C 0.740 4.173 -2.719
H 1.043 3.218 -0.213
H 0.382 1.677 0.285
H -1.322 3.932 -0.887
H -1.234 3.484 0.821
H -1.904 2.358 -0.374
H -0.217 4.572 -3.054
H 1.525 4.522 -3.385
H 0.965 4.563 -1.729
O 3.463 -0.622 -1.152
C 3.918 -0.381 -2.241
O 5.201 -0.706 -2.494
C 5.783 -0.611 -3.797
C 6.292 0.787 -4.084
C 3.107 0.347 -3.277
H 5.086 -0.962 -4.558
H 6.617 -1.312 -3.789
H 5.484 1.519 -4.082
H 6.784 0.820 -5.057
H 7.006 1.092 -3.320
H 3.177 1.413 -3.088
H 2.073 0.040 -3.179
H 3.404 0.150 -4.305
O -3.955 5.482 5.121
C -2.968 5.908 5.653
O -1.763 5.468 5.231
C -0.521 6.029 5.668
C -0.052 5.413 6.970
C -3.045 6.855 6.827
H -0.587 7.116 5.723
H 0.190 5.799 4.877
H -0.751 5.610 7.784
H 0.923 5.811 7.251
H 0.028 4.331 6.867
H -3.196 6.275 7.736
H -3.900 7.509 6.681
H -2.169 7.489 6.949
O 4.013 4.740 -4.027
C 3.968 5.418 -5.019
O 3.706 6.731 -4.896
C 3.796 7.659 -5.982
C 2.520 7.698 -6.798
C 4.115 4.812 -6.395
H 4.674 7.452 -6.595
H 3.963 8.628 -5.515
H 2.312 6.737 -7.268
H 2.591 8.454 -7.580
H 1.671 7.935 -6.157
H 3.150 4.414 -6.706
H 4.829 3.994 -6.333
H 4.478 5.502 -7.152
O -3.983 -3.448 -4.982
C -4.793 -4.220 -4.545
O -4.854 -5.461 -5.065
C -5.653 -6.507 -4.509
C -7.081 -6.455 -5.012
C -5.789 -3.806 -3.488
H -5.596 -6.497 -3.419
H -5.182 -7.431 -4.838
H -7.579 -5.532 -4.714
H -7.654 -7.296 -4.622
H -7.098 -6.495 -6.101
H -6.629 -3.310 -3.974
H -5.300 -3.106 -2.816
H -6.160 -4.625 -2.877
*
```

As for the HOMO energy: -11.07 eV.



Record 3
Density functional theory data (ωB97M-V/def2-TZVPD) for a structure of composition C32H71AsBrMgN4O8SSi4 at a distorted geometry.

Geometry as ORCA input:
```
! wB97M-V def2-TZVPD RIJCOSX def2/J DEFGRID3
* xyz -1 1
Mg 0.255 0.469 -1.038
O 3.960 -0.757 -0.884
S 2.567 -0.568 -1.220
O 1.669 -0.490 -0.008
O 2.305 0.729 -1.937
O 2.002 -1.659 -2.087
O -1.628 5.559 1.248
C -0.306 5.558 1.270
O 0.339 6.459 1.758
C 0.368 4.375 0.673
C 1.735 4.197 0.633
N 1.962 3.013 0.043
N 0.828 2.412 -0.307
C -0.150 3.217 0.061
C -1.527 2.727 -0.284
O -2.497 3.427 0.040
O -1.542 1.612 -0.896
H -2.001 4.746 0.782
H 2.525 4.834 0.994
H 2.830 2.554 -0.200
C 3.592 0.387 4.955
C 2.643 0.226 3.757
C 2.965 -1.106 3.056
C 2.951 1.322 2.715
Si 0.824 0.324 4.298
Br -0.416 0.721 2.447
C 0.449 1.826 5.431
C 0.864 1.533 6.886
C -1.042 2.211 5.444
C 1.199 3.077 4.947
C 0.113 -1.331 4.959
C 0.997 -1.909 6.078
C -1.303 -1.132 5.517
C 0.000 -2.393 3.845
H 4.619 0.240 4.602
H 3.407 -0.347 5.745
H 3.539 1.380 5.402
H 3.987 -1.048 2.664
H 2.314 -1.283 2.197
H 2.919 -1.957 3.736
H 4.033 1.334 2.534
H 2.647 2.320 3.028
H 2.467 1.087 1.767
H 0.254 0.744 7.332
H 0.717 2.438 7.489
H 1.912 1.240 6.981
H -1.687 1.420 5.825
H -1.401 2.486 4.452
H -1.166 3.083 6.098
H 2.282 2.983 5.027
H 0.895 3.929 5.568
H 0.947 3.326 3.912
H 1.121 -1.222 6.917
H 1.991 -2.176 5.717
H 0.534 -2.824 6.467
H -1.308 -0.524 6.423
H -1.718 -2.113 5.778
H -1.972 -0.668 4.788
H 0.966 -2.747 3.500
H -0.545 -2.026 2.973
H -0.548 -3.256 4.244
C -3.376 -4.865 0.780
C -3.393 -4.036 -0.502
N -2.950 -2.659 -0.319
C -3.920 -1.701 0.202
C -3.773 -1.407 1.694
C -1.672 -2.256 -0.599
C -0.701 -3.279 -1.122
N -1.240 -1.058 -0.424
H -3.615 -5.909 0.563
H -4.106 -4.494 1.502
H -2.390 -4.826 1.247
H -4.407 -4.004 -0.906
H -2.772 -4.512 -1.254
H -4.910 -2.108 -0.006
H -3.841 -0.771 -0.367
H -3.967 -2.297 2.295
H -4.475 -0.625 1.994
H -2.767 -1.054 1.926
H -0.623 -4.126 -0.438
H 0.275 -2.808 -1.225
H -1.005 -3.661 -2.097
H -1.933 -0.431 -0.022
C 0.128 3.443 -3.593
Si 0.706 2.017 -4.641
C 2.552 2.164 -4.825
C 0.004 2.337 -6.348
As 0.022 0.007 -3.600
Si -1.982 -0.438 -4.698
C -3.245 0.376 -3.590
C -2.437 0.062 -6.431
C -2.323 -2.274 -4.614
Si 1.673 -1.542 -4.430
C 3.501 -1.155 -4.542
C 1.293 -3.355 -4.186
C 1.222 -1.401 -6.291
H 0.270 4.376 -4.148
H 0.698 3.506 -2.661
H -0.929 3.354 -3.324
H 2.801 3.224 -4.939
H 2.906 1.625 -5.708
H 3.073 1.765 -3.951
H 0.675 3.037 -6.858
H -0.987 2.796 -6.288
H -0.078 1.440 -6.961
H -3.100 1.462 -3.552
H -3.135 0.027 -2.559
H -4.265 0.175 -3.936
H -2.579 1.138 -6.524
H -3.391 -0.437 -6.633
H -1.716 -0.251 -7.191
H -2.044 -2.678 -3.638
H -1.776 -2.838 -5.376
H -3.396 -2.439 -4.761
H 3.950 -0.771 -3.625
H 3.691 -0.440 -5.344
H 4.008 -2.096 -4.787
H 1.715 -3.742 -3.257
H 1.720 -3.899 -5.036
H 0.214 -3.540 -4.179
H 1.308 -0.373 -6.664
H 0.191 -1.732 -6.483
H 1.889 -2.031 -6.896
*
```

As for the HOMO energy: -5.76 eV.



Record 4
Density functional theory data (ωB97M-V/def2-TZVPD) for a cluster of 8 separate species, C32H71BF3O9 in total at a distorted geometry.

Geometry as ORCA input:
```
! wB97M-V def2-TZVPD RIJCOSX def2/J DEFGRID3
* xyz -1 1
C -1.610 1.870 -3.056
C -2.539 1.781 -2.297
C -3.632 1.686 -1.334
C -4.975 1.193 -1.920
C -5.321 -0.239 -1.518
B -5.373 -0.450 0.083
O -6.056 0.563 0.919
C -5.853 -0.017 2.204
C -6.129 -1.540 1.966
C -5.224 -2.430 2.865
C -4.213 -3.274 2.071
C -2.823 -2.703 2.136
F -2.662 -1.377 2.259
C -1.696 -3.429 2.151
F -1.420 -4.378 1.264
F -0.707 -3.238 3.037
O -5.987 -1.736 0.589
H -0.653 1.764 -3.507
H -3.285 1.041 -0.527
H -3.762 2.692 -0.924
H -5.768 1.881 -1.640
H -4.887 1.252 -3.011
H -4.653 -0.978 -1.972
H -6.316 -0.457 -1.938
H -4.171 -0.542 0.455
H -6.569 0.461 2.878
H -4.802 0.173 2.443
H -7.189 -1.710 2.193
H -5.855 -3.095 3.455
H -4.669 -1.809 3.571
H -4.116 -4.251 2.544
H -4.587 -3.416 1.055
C 1.941 -4.084 1.318
C 2.744 -4.383 0.061
C 2.647 -3.230 -0.927
O 2.287 -5.594 -0.544
H 0.887 -3.959 1.077
H 2.010 -4.909 2.029
H 2.298 -3.174 1.805
H 3.789 -4.549 0.325
H 1.613 -3.068 -1.244
H 3.230 -3.440 -1.825
H 3.023 -2.315 -0.469
H 1.362 -5.469 -0.784
C 4.878 0.160 -0.430
C 3.722 1.144 -0.543
C 2.851 1.109 0.702
O 2.914 0.856 -1.683
H 4.497 -0.854 -0.300
H 5.486 0.173 -1.336
H 5.519 0.396 0.421
H 4.119 2.149 -0.707
H 2.415 0.113 0.820
H 2.022 1.811 0.620
H 3.419 1.345 1.605
H 2.542 -0.026 -1.569
C 5.591 2.179 -6.214
C 4.335 2.464 -5.401
C 4.533 2.122 -3.933
O 3.232 1.736 -5.936
H 5.841 1.116 -6.161
H 5.432 2.429 -7.264
H 6.442 2.753 -5.843
H 4.071 3.518 -5.501
H 4.754 1.059 -3.813
H 3.634 2.322 -3.360
H 5.357 2.699 -3.506
H 3.432 0.798 -5.856
C 1.431 4.375 -2.366
C 0.682 4.817 -3.611
C 1.572 5.565 -4.592
O -0.423 5.644 -3.247
H 1.824 5.240 -1.822
H 0.758 3.846 -1.691
H 2.263 3.715 -2.610
H 0.259 3.940 -4.101
H 1.966 6.476 -4.129
H 1.001 5.864 -5.471
H 2.412 4.949 -4.915
H -0.067 6.425 -2.811
C 6.190 -6.675 3.932
C 5.244 -5.927 3.004
C 4.490 -6.875 2.087
O 5.971 -4.969 2.231
H 6.938 -7.221 3.351
H 6.721 -5.977 4.581
H 5.650 -7.389 4.556
H 4.533 -5.350 3.598
H 5.185 -7.429 1.449
H 3.822 -6.321 1.434
H 3.900 -7.596 2.656
H 6.607 -5.452 1.693
C -6.434 6.017 -0.240
C -7.199 4.731 -0.523
C -8.348 4.541 0.457
O -6.327 3.614 -0.475
H -5.998 5.984 0.763
H -5.615 6.136 -0.950
H -7.084 6.892 -0.305
H -7.589 4.758 -1.543
H -7.964 4.465 1.478
H -8.881 3.616 0.239
H -9.053 5.374 0.413
H -5.964 3.542 0.415
C 2.533 -0.838 4.340
C 1.350 0.118 4.252
C 0.468 0.023 5.488
O 0.589 -0.147 3.083
H 2.178 -1.871 4.403
H 3.155 -0.758 3.447
H 3.151 -0.631 5.215
H 1.716 1.142 4.143
H 0.058 -0.986 5.583
H -0.373 0.712 5.409
H 1.027 0.256 6.397
H 0.248 -1.048 3.148
*
```

As for the HOMO energy: -4.12 eV.